This record from the Open Molecules 2025 dataset describes a molecular structure, C22H30N2O4S. The level of theory is wB97M-V/def2-TZVPD.

Values from the calculation:
lowest unoccupied orbital energy	-0.3	eV
HOMO level	-0.2905	hartree
molar mass	418.56	g/mol
orbital gap	7.64	eV
largest force on an atom	16.56	eV Å⁻¹
ΔE to the lowest compared entry with this formula, charge and spin	2067.2	kJ/mol
calculated total energy	-1664.23307	hartree

Last column: natural (NBO) charge in e.
Geometry (Å):
C (4.15857, -2.23460, 2.75159)  -0.253
H (4.13981, -1.47961, 3.50322)  0.210
O (2.97300, -1.79785, 1.80749)  -0.508
C (2.80821, -2.63142, 0.76711)  0.325
C (3.79051, -3.64219, 0.14271)  -0.242
C (3.27718, -4.42498, -0.76645)  -0.199
C (2.08444, -4.17098, -1.24224)  -0.223
C (1.15757, -3.20612, -1.03558)  -0.217
C (1.55039, -2.49996, 0.10182)  0.102
N (0.67988, -1.45133, 0.73901)  -0.703
S (-0.47025, -2.33542, 1.94531)  2.346
O (-0.97719, -1.33024, 2.61253)  -0.932
O (0.65694, -3.16906, 2.58331)  -0.887
C (-1.59428, -3.09294, 0.96475)  -0.452
C (-2.29795, -2.40817, -0.00401)  -0.125
C (-3.23131, -3.10257, -0.52622)  -0.249
C (-3.17777, -4.36699, -0.54903)  -0.113
C (-2.42104, -5.16539, 0.31298)  -0.229
C (-1.66200, -4.41469, 0.90624)  -0.135
H (-0.92829, -5.01036, 1.77778)  0.221
H (-2.48471, -6.29411, 0.17991)  0.244
H (-4.12743, -5.08653, -1.06341)  0.200
H (-4.03665, -2.54103, -1.27973)  0.225
H (-2.32904, -1.34554, 0.25849)  0.286
C (0.94862, -0.21720, 0.74183)  -0.164
H (2.04432, 0.08065, 0.58988)  0.235
C (0.28825, 0.91444, 0.33863)  0.108
O (-1.38924, 0.55744, 0.55325)  -0.876
H (-1.24334, 0.16811, 1.65026)  0.467
C (0.51584, 2.35388, 0.81693)  -0.236
N (-0.17593, 3.36482, -0.06629)  -0.476
C (0.39694, 3.41867, -1.49683)  -0.233
C (-0.06260, 4.86340, -1.93740)  -0.413
C (-1.38996, 5.08003, -1.85388)  -0.271
C (-1.82878, 6.44538, -2.34853)  -0.605
H (-3.18411, 6.60998, -2.30466)  0.203
H (-1.57610, 6.57435, -3.57905)  0.228
H (-1.47536, 7.27152, -1.52118)  0.224
C (-1.99002, 4.85927, -0.38602)  -0.368
C (-1.63497, 3.38592, 0.20693)  -0.197
H (-1.76510, 3.52120, 1.30652)  0.202
H (-2.12208, 2.61749, -0.21351)  0.194
H (-2.97528, 4.90709, -0.25041)  0.193
H (-1.33478, 5.64337, 0.27060)  0.186
H (-2.05337, 4.19400, -2.52433)  0.182
H (0.35264, 5.07310, -3.01854)  0.209
H (0.58410, 5.71562, -1.32391)  0.206
H (1.53275, 3.48325, -1.39856)  0.226
H (-0.21256, 2.67600, -2.12738)  0.197
H (0.15601, 2.29450, 1.86267)  0.218
H (1.54316, 2.40047, 0.62881)  0.198
H (0.16792, 0.76772, -0.83160)  0.171
H (0.98873, 0.20354, 1.93288)  0.095
H (0.23846, -2.84734, -1.26889)  0.234
H (1.67854, -4.56268, -2.20541)  0.199
H (3.69738, -5.11977, -1.05030)  0.179
H (4.62270, -3.93221, 0.67664)  0.201
H (5.13430, -2.24128, 2.21640)  0.185
H (3.98434, -3.32259, 3.02688)  0.204

Cartesian forces (eV/Å) of the 3 atoms listed first:
C -1.42 -1.12 -2.62
H -0.10 0.05 0.72
O 3.39 -1.49 1.54

This record from the Open Molecules 2025 dataset describes a molecular structure, C19H37BF5IO5PSZn. The level of theory is wB97M-V/def2-TZVPD.

Values from the calculation:
lowest unoccupied orbital energy	-9.3	eV
HOMO level	-0.4089	hartree
charge	+1
molar mass	706.64	g/mol
orbital gap	1.82	eV
largest force on an atom	7.17	eV Å⁻¹
ΔE to the lowest compared entry with this formula, charge and spin	0.0	kJ/mol
calculated total energy	-4462.47094	hartree

Last column: Mulliken charge in e.
Geometry (Å):
C (0.94097, 3.22839, -4.55555)  -0.942
C (2.15152, 3.56380, -3.52215)  -0.439
C (2.74870, 2.27206, -2.79555)  -0.642
C (2.67472, 2.34263, -1.18168)  -0.543
C (1.16412, 2.64627, -0.74183)  -0.482
C (0.74364, 1.92543, 0.65589)  -0.113
C (-0.73289, 1.32047, 0.37086)  -0.262
B (-1.51099, 0.80647, 1.72401)  -1.030
C (-0.66077, -0.56764, 2.18915)  -0.988
C (-0.89623, -1.83278, 1.23484)  0.107
C (0.34379, -2.84278, 1.56709)  -0.988
P (0.54378, -4.18714, 0.26114)  1.102
O (-0.69534, -4.38168, -0.60533)  -0.722
O (0.92538, -5.62236, 1.12027)  -0.446
C (2.17432, -5.47436, 1.84131)  -0.116
C (1.98914, -5.73297, 3.43401)  -0.979
O (1.95531, -3.79919, -0.61177)  -0.424
C (1.70297, -3.73130, -2.04376)  -0.466
C (1.13648, -2.27445, -2.38904)  -0.175
C (-1.50261, 1.82293, 2.99533)  -0.517
I (0.28472, 1.65108, 4.29757)  0.227
C (-1.66079, 3.38747, 2.76378)  -0.299
C (-2.44406, 3.95198, 1.51703)  -0.843
S (-3.36006, 0.40210, 1.41883)  1.551
O (-4.28098, 1.45438, 2.03512)  -0.710
O (-3.78583, -0.87402, 2.13651)  -0.649
C (-3.87050, 0.36072, -0.36998)  0.595
F (-3.59586, 1.56356, -1.07977)  -0.238
F (-5.29284, 0.31924, -0.33872)  -0.256
C (-3.45390, -0.92953, -1.21479)  0.611
F (-2.22356, -0.77902, -1.90052)  -0.194
F (-3.55323, -2.13051, -0.53266)  -0.184
F (-4.40984, -1.02324, -2.25945)  -0.269
H (0.54581, 2.16937, -4.35783)  0.264
H (1.26866, 3.31690, -5.64446)  0.297
H (0.08096, 3.97067, -4.42306)  0.248
H (1.75290, 4.37374, -2.78199)  0.525
H (2.94324, 4.08996, -4.16241)  0.603
H (2.17724, 1.35608, -3.18786)  0.155
H (3.84547, 2.16667, -3.06688)  0.338
H (3.43128, 3.11961, -0.82261)  0.305
H (2.91627, 1.28785, -0.82073)  0.321
H (1.01858, 3.77626, -0.65587)  0.049
H (0.47184, 2.31318, -1.59711)  0.207
H (1.50010, 1.13603, 0.95410)  0.339
H (0.74807, 2.74896, 1.43251)  0.008
H (-0.54343, 0.48263, -0.39577)  0.128
H (-1.27154, 2.14126, -0.20684)  0.515
H (0.47542, -0.40140, 2.11837)  0.315
H (-0.97522, -0.91334, 3.24545)  0.525
H (-1.82446, -2.43489, 1.46770)  0.533
H (-0.80050, -1.61494, 0.12663)  -0.311
H (0.02181, -3.38248, 2.52923)  0.412
H (1.33832, -2.30562, 1.66761)  0.423
H (2.65961, -4.45223, 1.74740)  0.164
H (2.97003, -6.23307, 1.51236)  0.368
H (1.97859, -4.70140, 3.94335)  0.211
H (2.88723, -6.27864, 3.88350)  0.342
H (1.02740, -6.29181, 3.65563)  0.245
H (2.72822, -3.84763, -2.54728)  0.315
H (1.06202, -4.57531, -2.44547)  0.319
H (1.96783, -1.70219, -2.93956)  0.264
H (0.83149, -1.66865, -1.47072)  -0.256
H (0.24755, -2.30104, -3.11176)  0.272
H (-2.33231, 1.48338, 3.71771)  0.700
H (-0.61320, 3.86341, 2.76803)  0.313
H (-2.15655, 3.82379, 3.70700)  0.444
H (-1.73232, 4.62440, 0.91407)  0.200
H (-2.90487, 3.21662, 0.79495)  0.209
H (-3.27232, 4.65571, 1.88338)  0.299
Zn (1.98150, 6.15217, -2.85098)  0.114

Cartesian forces (eV/Å) of the 3 atoms listed first:
C -0.18 0.19 0.32
C -0.16 -0.42 -1.73
C 0.16 0.40 0.51